Version i
# C4H7N2O

A 2-piece molecular cluster, C4H7N2O overall (ωB97M-V/def2-TZVPD, the OMol25 dataset).

Geometry (Å):
1 C 0.43430 0.41159 -2.23222
2 C 0.39966 0.28427 -3.53033
3 C -1.42227 -0.10487 -0.65290
4 C 0.34896 -0.32850 2.37089
5 N -0.67629 0.08913 -1.52792
6 N 0.05279 -0.03801 3.66757
7 O -0.41546 -0.59237 1.45836
8 H 1.26136 0.63862 -1.54918
9 H -0.37988 -0.19870 -4.12190
10 H 1.20269 0.70936 -4.05286
11 H -2.33080 -0.41825 -0.18720
12 H 1.44304 -0.16768 2.06591
13 H -0.84570 -0.14877 3.99616
14 H 0.92762 -0.13582 4.29564

Computed properties:
charge: +1
Kohn-Sham gap: 9.44 eV
HOMO level: -14.14 eV

Just the natural (NBO) charges please, in e? Sure, here they are: -0.12, -0.23, 0.51, 0.56, -0.23, -0.79, -0.69, 0.26, 0.24, 0.23, 0.30, 0.12, 0.41, 0.43

Version ii
# C4H7N2O

An isolated ion of composition C4H7N2O and charge +1 (ωB97M-V/def2-TZVPD, the OMol25 dataset).

Geometry (Å):
1 C 0.60559 0.72735 -0.16822
2 C -1.69622 0.93885 0.02747
3 C -0.55839 0.03063 -0.07688
4 C -0.43118 -1.47419 0.00666
5 N 2.94411 0.16688 0.00644
6 N 1.80510 0.23495 0.05631
7 O 4.03210 -0.21007 0.05416
8 H 0.46060 1.70616 -0.37523
9 H -1.48808 1.91454 0.33880
10 H -2.17004 1.00290 -0.88741
11 H -2.37047 0.38010 0.75348
12 H 0.20383 -1.72673 -0.88264
13 H -1.34957 -1.95116 0.04586
14 H 0.01264 -1.74021 1.10119

Computed properties:
SMILES: CC(C)=CN=[N+]=O
charge: +1
Kohn-Sham gap: 8.82 eV
HOMO level: -14.38 eV

Just the natural (NBO) charges please, in e? Sure, here they are: -0.23, -0.67, 0.27, -0.68, 0.58, 0.06, -0.12, 0.25, 0.24, 0.26, 0.26, 0.26, 0.25, 0.27

Version iii
# C4H7N2O

An isolated ion of composition C4H7N2O and charge +1 (ωB97M-V/def2-TZVPD, the OMol25 dataset).

Geometry (Å):
1 C -0.11065 2.59434 1.37691
2 C 0.69734 1.99403 -0.45963
3 C -0.87389 -1.00820 -0.80060
4 C 0.37799 -0.57293 -0.00227
5 N -0.19070 1.32543 1.43190
6 N 0.27349 0.82366 0.29114
7 O 0.40487 3.04731 0.21363
8 H -0.59019 3.26621 2.12158
9 H 1.00532 1.97012 -1.47415
10 H -0.99422 -0.51869 -1.66187
11 H -1.85996 -0.85006 -0.31048
12 H -0.75563 -2.04418 -1.04571
13 H 1.25242 -0.81979 -0.74142
14 H 0.59473 -1.03700 0.97802

Computed properties:
SMILES: CC[n+]1cocn1
charge: +1
Kohn-Sham gap: 10.79 eV
HOMO level: -15.86 eV

Just the natural (NBO) charges please, in e? Sure, here they are: 0.31, 0.43, -0.61, -0.24, -0.19, -0.12, -0.31, 0.27, 0.25, 0.21, 0.23, 0.25, 0.25, 0.26

Version iv
# C4H7N2O

An isolated ion of composition C4H7N2O and charge +1 (ωB97M-V/def2-TZVPD, the OMol25 dataset).

Geometry (Å):
1 C 0.58363 -1.07767 -0.52633
2 C 1.28773 1.09425 0.19811
3 C -1.58700 1.01929 0.13055
4 C -1.59858 -0.40437 0.28328
5 N 1.28215 0.05045 -0.62375
6 N -0.45521 -1.25369 0.35217
7 O -1.76670 0.33312 -0.98550
8 H 0.89578 -1.91632 -1.13099
9 H 1.78018 2.00212 -0.09996
10 H 0.83895 1.01253 1.17073
11 H -2.03265 1.93627 0.45070
12 H -2.49515 -0.89904 0.64650
13 H 1.88854 0.10367 -1.44460
14 H -0.71356 -2.22662 0.48206

Computed properties:
charge: +1
Kohn-Sham gap (alpha / beta): 6.93 / 8.67 eV
HOMO level (alpha / beta): -12.32 / -12.77 eV

Just the natural (NBO) charges please, in e? Sure, here they are: 0.27, -0.14, 0.12, 0.15, -0.46, -0.58, -0.40, 0.23, 0.23, 0.23, 0.23, 0.23, 0.45, 0.43

Quick one: most stable of them? version iii